# C8H12O2

One molecule with the formula C8H12O2 in a non-equilibrium geometry (ωB97M-V/def2-TZVPD, OMol25).

Properties
E_LUMO (spin up / spin down)	0.86 / -0.17	eV
HOMO energy (spin up / spin down)	-7.13 / -10.09	eV
gap between HOMO and LUMO (spin up / spin down)	7.99 / 9.92	eV
⟨S²⟩	2.026
DFT total energy	-12579.343	eV
2S+1	3

Element x y z (Å)
C1 -1.245 -1.987 2.788
C2 -0.901 -1.055 1.833
C3 0.593 0.674 0.639
C4 -0.292 1.027 -0.549
C5 0.314 -0.928 -2.148
C6 0.080 -0.196 1.767
C7 0.291 0.469 -1.845
C8 0.359 1.363 -3.026
O1 1.487 -0.255 -1.759
O2 0.879 -0.052 2.847
H1 -1.862 -2.837 2.526
H2 -0.909 -1.838 3.825
H3 -1.446 -1.430 0.903
H4 1.529 0.339 0.282
H5 0.884 1.696 1.082
H6 -1.374 0.596 -0.501
H7 -0.249 2.227 -0.657
H8 0.000 -1.792 -1.576
H9 0.681 2.374 -2.658
H10 -0.616 1.595 -3.354
H11 0.840 0.854 -3.877
H12 0.956 -0.844 3.458